1.
{
  "formula": "C41H38ClFeN2P2",
  "method": "ωB97M-V/def2-TZVPD",
  "charge": 2,
  "homo_lumo_gap_ev": [8.20, 5.46],
  "multiplicity": 6,
  "e_homo_ev": [-13.83, -14.01],
  "symbols": ["Fe", "Cl", "P", "P", "C", "C", "C", "C", "C", "C", "C", "C", "C", "C", "C", "H", "H", "H", "H", "H", "C", "C", "C", "C", "C", "H", "H", "H", "H", "H", "C", "C", "C", "C", "C", "H", "H", "H", "H", "H", "C", "C", "C", "C", "C", "H", "H", "H", "H", "H", "C", "C", "C", "C", "C", "H", "H", "H", "H", "H", "C", "C", "C", "C", "C", "H", "H", "H", "H", "H", "H", "H", "N", "C", "C", "C", "C", "C", "N", "H", "H", "H", "H", "H", "H"],
  "positions_angstrom": [[-0.028335, 0.360772, -0.576958], [1.123043, 0.138003, -2.569968], [-1.750454, -1.190549, -1.219912], [1.829378, 1.503871, 0.450768], [-2.889275, -2.024640, -0.037507], [-1.147970, -2.670763, -2.159319], [-2.863321, -0.203704, -2.317215], [1.663161, 3.351782, 0.490399], [2.404159, 1.209821, 2.171397], [3.316067, 1.070369, -0.575066], [-4.219015, -1.609895, 0.148101], [-5.017654, -2.220928, 1.117955], [-4.477022, -3.180031, 1.975652], [-3.149819, -3.581979, 1.809177], [-2.401010, -3.101306, 0.730348], [-4.632449, -0.826489, -0.486004], [-6.061013, -1.927916, 1.213568], [-5.087229, -3.612830, 2.770881], [-2.696032, -4.282498, 2.511012], [-1.441751, -3.576306, 0.473432], [-3.394105, 1.027598, -1.884428], [-4.210225, 1.776487, -2.735949], [-4.570979, 1.265497, -3.983551], [-4.052395, 0.040841, -4.412146], [-3.167195, -0.672657, -3.602682], [-3.163007, 1.402010, -0.883378], [-4.561475, 2.759302, -2.422386], [-5.237067, 1.829273, -4.635054], [-4.321681, -0.363271, -5.385199], [-2.735425, -1.612062, -3.948649], [-1.923436, -3.835214, -2.287398], [-1.443715, -4.920397, -3.023988], [-0.179789, -4.879554, -3.622463], [0.611872, -3.740543, -3.474625], [0.112529, -2.663825, -2.765426], [-2.893541, -3.902617, -1.799835], [-2.064505, -5.807981, -3.119727], [0.190519, -5.723808, -4.201982], [1.607743, -3.677682, -3.914081], [0.734230, -1.768345, -2.714187], [3.577566, 0.488105, 2.452354], [3.970155, 0.275713, 3.775357], [3.138904, 0.666645, 4.824413], [1.950894, 1.348771, 4.551766], [1.645575, 1.726369, 3.241245], [4.191697, 0.111476, 1.631757], [4.923807, -0.208187, 3.975041], [3.421670, 0.451369, 5.854090], [1.263265, 1.604545, 5.358962], [0.813864, 2.419319, 3.047087], [0.745335, 3.961877, -0.369856], [0.543620, 5.335602, -0.376598], [1.304288, 6.140708, 0.473439], [2.234621, 5.553661, 1.336430], [2.409048, 4.169187, 1.356096], [0.168691, 3.353853, -1.043106], [-0.204511, 5.771364, -1.041327], [1.163885, 7.222341, 0.460820], [2.821718, 6.175319, 2.006510], [3.115161, 3.724839, 2.051299], [4.174897, 2.097896, -0.959509], [5.333048, 1.811623, -1.685488], [5.591998, 0.508145, -2.109382], [4.701220, -0.517837, -1.791451], [3.584677, -0.246072, -1.006408], [3.934521, 3.124433, -0.681675], [6.017753, 2.623623, -1.914666], [6.482203, 0.294570, -2.695139], [4.872389, -1.531789, -2.155081], [2.896455, -1.059948, -0.771445], [-0.937150, 2.256138, -1.871256], [-0.493116, 1.560133, -1.633961], [1.061047, -1.993528, 1.473718], [0.115550, -1.242207, 2.078325], [-0.248071, -1.568591, 3.400273], [-1.307150, -0.926834, 4.023567], [-1.958022, 0.089871, 3.290092], [-1.471676, 0.446707, 2.035432], [-0.478506, -0.238017, 1.390610], [1.588038, -1.630229, 0.666234], [1.589660, -2.649414, 2.039830], [0.293244, -2.360577, 3.907825], [-1.615329, -1.185292, 5.052674], [-2.824555, 0.601618, 3.735657], [-1.914188, 1.284869, 1.511839]],
  "forces_ev_per_a": [[0.799, -1.001, -0.381], [-0.703, 1.294, 0.995], [-1.897, -1.926, -1.054], [2.457, 1.243, 0.704], [-0.097, 0.023, 0.346], [0.425, 0.076, -0.223], [0.208, 0.058, -0.128], [-0.203, -0.035, -0.279], [-0.076, -0.176, 0.347], [-0.122, 0.067, -0.099], [0.302, 0.033, 0.039], [0.120, -0.023, -0.055], [0.124, 0.284, -0.018], [0.024, -0.089, -0.368], [0.238, 0.309, 0.324], [0.034, -0.175, 0.220], [0.217, -0.052, -0.015], [0.208, 0.161, -0.244], [-0.215, -0.058, -0.370], [-0.305, 0.480, 0.379], [0.170, -0.157, -0.282], [0.080, -0.140, 0.226], [0.249, -0.182, -0.062], [0.077, 0.089, 0.167], [-0.102, -0.002, 0.226], [-0.097, -0.028, -0.209], [-0.035, -0.312, -0.028], [0.167, -0.120, 0.178], [0.049, 0.137, 0.171], [-0.151, 0.252, 0.025], [-0.054, 0.027, 0.049], [0.093, 0.192, 0.054], [-0.004, 0.138, 0.074], [-0.338, -0.463, -0.110], [0.317, 0.484, 0.128], [0.136, -0.020, -0.201], [0.115, 0.173, 0.000], [-0.157, 0.129, 0.186], [-0.307, -0.073, 0.068], [-0.482, -1.169, 0.020], [-0.280, 0.059, -0.170], [-0.122, 0.037, -0.103], [-0.072, -0.081, -0.172], [0.038, 0.284, -0.216], [-0.246, -0.459, -0.058], [-0.128, 0.137, 0.292], [-0.229, 0.040, -0.005], [-0.097, 0.022, -0.252], [0.337, 0.171, -0.175], [0.216, -0.541, 0.112], [0.030, 0.044, 0.152], [0.185, 0.178, 0.134], [-0.076, -0.141, -0.054], [-0.153, -0.169, -0.181], [-0.076, -0.092, -0.084], [0.089, 0.168, -0.029], [0.294, -0.090, 0.191], [0.072, -0.319, 0.067], [-0.078, -0.110, -0.114], [-0.046, 0.099, -0.113], [0.059, -0.065, 0.161], [-0.135, -0.129, -0.015], [-0.087, 0.292, 0.102], [-0.148, -0.010, 0.242], [0.079, 0.381, 0.252], [0.231, -0.239, -0.069], [-0.093, -0.193, -0.087], [-0.165, 0.033, 0.092], [0.003, 0.285, 0.156], [0.238, 0.143, -0.050], [0.924, -2.238, 0.947], [-1.762, 3.193, -1.969], [0.991, -0.043, -1.137], [-0.350, 0.320, 0.286], [-0.683, 0.200, 0.538], [0.432, -0.082, -0.654], [-0.017, 0.429, -0.124], [-0.362, -0.819, 0.833], [-0.119, -0.260, 1.323], [-0.506, -0.310, 0.776], [-0.204, 0.252, -0.169], [-0.008, 0.103, -0.083], [0.194, 0.145, -0.784], [0.606, -0.086, -0.432], [-0.039, 0.009, -0.154]]
}


2.
{
  "formula": "H80O40",
  "method": "ωB97M-V/def2-TZVPD",
  "charge": 1,
  "homo_lumo_gap_ev": [9.11, 1.67],
  "multiplicity": 2,
  "e_homo_ev": [-12.46, -12.46],
  "relative_energy_kj_mol": 1631.38,
  "symbols": ["H", "H", "O", "H", "H", "O", "H", "H", "O", "H", "H", "O", "H", "H", "O", "H", "O", "H", "O", "H", "H", "O", "H", "H", "O", "H", "H", "O", "H", "H", "O", "H", "O", "H", "H", "O", "H", "H", "O", "H", "H", "O", "H", "H", "O", "H", "H", "O", "H", "H", "O", "H", "O", "H", "H", "O", "H", "O", "H", "H", "O", "H", "H", "O", "H", "H", "O", "H", "H", "O", "H", "H", "O", "H", "H", "O", "H", "H", "O", "H", "H", "O", "H", "H", "O", "H", "H", "O", "H", "O", "H", "H", "O", "H", "H", "H", "H", "H", "H", "O", "H", "H", "O", "H", "H", "O", "H", "H", "O", "H", "H", "O", "H", "H", "O", "H", "H", "O", "H", "H"],
  "positions_angstrom": [[-0.800387, 2.793519, 1.105992], [0.055132, 1.788570, 1.960753], [0.064893, 2.547602, 1.331736], [-0.751902, 0.839496, 5.392721], [-0.487069, 0.640011, 6.900575], [-1.057527, 0.327552, 6.125925], [0.710612, 1.138099, -0.804002], [1.333060, 2.121588, 0.207822], [1.670818, 1.604111, -0.623066], [-4.583196, 0.747614, -4.506479], [-4.788270, 1.128820, -2.977600], [-4.190505, 1.240896, -3.750044], [1.653977, 1.389671, 5.421953], [2.756225, 2.167197, 5.829280], [2.238139, 2.034599, 5.083885], [-4.165928, 1.576550, 0.192084], [-3.538584, 1.764815, -0.510528], [2.245214, -2.025873, 4.108027], [2.989500, -2.460322, 4.142323], [-2.200641, -0.897359, -1.774569], [-1.432510, -0.452052, -0.602283], [-2.180617, -0.937326, -0.713348], [3.708826, -4.514178, -1.574571], [2.324526, -5.185268, -1.168153], [3.324494, -5.336825, -1.195079], [5.523833, -1.994334, -1.585019], [5.170628, -0.632594, -1.349064], [5.012593, -1.601318, -0.990157], [-1.928666, -1.750686, 1.022949], [-2.445995, -2.525954, 2.033241], [-2.452633, -1.601632, 1.697386], [3.223829, -0.681723, -3.235893], [3.384174, -0.357254, -2.317312], [-0.410978, -3.751411, -1.097172], [0.538267, -3.657191, -0.027760], [-0.080918, -4.174406, -0.349358], [0.541016, 5.578503, -1.210413], [-0.260800, 6.471655, -2.419048], [0.312793, 6.476571, -1.557418], [-0.636224, -1.942455, -4.811664], [0.220803, -0.523194, -4.725188], [0.312728, -1.458239, -4.913910], [-3.725873, 2.619234, 2.448351], [-3.335938, 4.092452, 3.010460], [-3.939485, 3.714002, 2.288742], [-6.349250, 1.897653, 0.128603], [-6.001605, 1.485798, 1.595954], [-6.751569, 1.407121, 0.968175], [-0.580549, -2.376132, -2.993272], [-1.756664, -3.435105, -3.240117], [-1.125410, -3.009093, -2.672855], [6.176243, 2.443282, -1.392504], [6.058999, 2.164615, -0.609809], [-3.028951, -0.788724, -3.766095], [-2.038763, 0.488016, -3.629498], [-2.188766, -0.336014, -3.500869], [-2.384791, -4.490586, -0.765684], [-2.631178, -4.446788, -1.671770], [-0.551223, 2.997611, -3.749868], [-1.065098, 2.400324, -4.866575], [-0.840740, 2.124267, -3.921858], [0.865873, -4.125481, -4.875988], [0.258357, -4.918059, -3.758824], [0.347936, -5.017202, -4.766730], [-3.787557, -0.842821, 1.727597], [-4.964591, -0.616390, 0.686192], [-4.420547, -0.121442, 1.333472], [3.033872, -2.049710, 0.052814], [2.448608, -1.016984, -0.851041], [2.158256, -1.855617, -0.297758], [-1.725180, 0.688632, 1.174249], [-3.226850, 1.023114, 1.655715], [-2.279147, 1.299383, 1.724068], [0.716958, -0.392028, 3.472925], [-0.529401, -1.015469, 2.852539], [-0.123384, -0.943984, 3.755000], [-2.854534, 5.113438, -1.294954], [-2.078343, 4.949583, 0.019522], [-2.052566, 5.351487, -0.860283], [0.475080, 3.079645, -2.912432], [1.512618, 4.115818, -2.389709], [0.939146, 3.875002, -3.266118], [0.463605, 5.413615, 0.579458], [0.056505, 5.137375, 1.929938], [-0.150040, 4.897606, 1.027985], [2.323120, 1.788959, -4.325557], [2.217555, 2.925901, -3.387632], [2.757868, 2.188386, -3.511808], [3.531131, 0.662013, 3.326747], [2.901799, -0.077438, 3.207346], [2.913462, -4.923613, 1.452563], [2.330614, -6.154504, 2.372341], [2.510484, -5.075062, 2.305102], [5.663852, 1.260856, -0.714765], [-3.751098, 2.379695, -1.107738], [-2.335704, -5.301773, -1.874452], [2.886236, -3.068528, 3.382062], [3.141554, 0.542586, -2.212290], [3.381997, -0.613829, 3.706701], [-4.319779, -2.527341, 3.142766], [-5.183352, -3.093279, 3.125270], [-3.950638, -2.783375, 3.991982], [2.185916, 3.994677, 0.701818], [2.896858, 3.889658, 1.124620], [1.438992, 3.623969, 1.023797], [0.911247, -2.574189, 5.781115], [1.524602, -2.794858, 5.111710], [0.626226, -1.614924, 5.592697], [5.344479, 0.879129, -4.031410], [4.447333, 0.690076, -4.019332], [5.482824, 1.845808, -3.592019], [-0.076361, -5.574818, 4.208033], [-0.489681, -5.370255, 3.432575], [0.658394, -4.903840, 4.488137], [4.244151, 4.365802, -1.454099], [3.639910, 4.220825, -0.613680], [4.175057, 3.558216, -1.910932], [-5.226660, -2.825599, -1.025365], [-4.483794, -2.930354, -0.342551], [-4.573383, -3.126250, -1.695923]],
  "forces_ev_per_a": [[-2.179, 0.470, -0.216], [-0.452, 1.024, -0.746], [2.504, -2.449, 1.677], [0.060, 0.618, -0.895], [-1.420, -0.493, -1.420], [1.453, -0.172, 2.476], [3.732, 1.457, 0.268], [1.101, -1.250, -2.210], [-4.717, -0.842, 1.051], [0.046, 0.697, 0.949], [0.462, -0.082, -0.910], [-1.130, -0.228, -0.177], [-1.312, -1.228, 0.150], [1.988, 0.978, 2.107], [-0.614, 0.416, -2.131], [-0.353, 0.298, -0.538], [2.027, -3.888, 2.744], [-5.792, 4.583, -1.033], [5.297, -4.767, 0.094], [-0.248, -0.169, 2.759], [3.529, 2.382, 0.695], [-2.864, -2.070, -3.877], [-0.584, -0.772, 0.372], [2.034, -0.149, -0.223], [-1.629, 1.048, 0.056], [3.546, -3.450, -3.833], [-1.064, -2.846, 1.223], [-1.747, 5.450, 3.133], [3.862, -0.228, -6.558], [-0.859, 0.864, 0.566], [-1.909, -1.491, 6.336], [-0.089, 0.665, 1.230], [-0.270, -1.704, -0.985], [-1.121, 1.343, -2.536], [4.976, 4.101, 2.509], [-3.746, -5.297, 0.061], [-1.003, 1.118, -1.456], [1.700, -0.814, 2.820], [-0.290, -0.055, -1.535], [3.338, 2.440, -0.538], [-0.685, 0.099, 0.134], [-2.596, -2.495, 0.278], [-0.852, 5.013, -0.627], [-1.345, -0.645, -1.494], [2.185, -4.049, 2.216], [-1.578, -1.480, 2.640], [-0.768, -0.239, -0.278], [2.048, 1.802, -2.414], [2.334, 3.013, -2.413], [0.016, 0.190, -0.587], [-1.183, -2.364, 2.548], [1.547, 3.545, -9.102], [-2.130, -4.970, 8.995], [1.236, 1.945, 0.196], [0.251, 8.839, -1.668], [-1.034, -11.256, 1.713], [0.275, 0.807, 1.610], [-1.677, 0.365, 0.193], [-0.136, 1.606, 0.816], [-0.044, -1.488, 1.192], [-1.184, -0.503, -3.010], [-1.267, -2.392, -0.365], [-0.083, -0.704, -1.979], [1.329, 3.235, 2.361], [-1.425, 1.541, -1.074], [0.252, 0.620, 0.389], [0.038, -1.559, 0.666], [0.205, -0.316, 0.079], [-0.961, -2.262, 0.947], [0.559, 2.215, -0.985], [-1.588, 0.727, 0.532], [1.064, -0.756, -0.463], [1.094, -0.326, 0.405], [-1.584, -1.316, 0.890], [-0.362, -0.398, 0.983], [2.411, 1.659, -1.917], [-1.009, -0.238, -0.310], [-0.007, 0.201, -0.164], [0.545, -0.136, 0.336], [1.185, 0.696, 0.321], [-1.957, -0.123, -2.904], [1.302, 0.671, 4.130], [1.503, 1.737, -1.556], [-0.196, -0.086, 0.565], [-2.080, -0.359, 1.313], [1.018, 0.672, 1.386], [-1.250, 2.110, 0.139], [1.271, -3.677, -2.128], [-1.119, 0.647, -0.694], [-2.037, 4.569, -2.790], [0.277, -0.344, -0.697], [0.869, 4.450, -0.452], [-1.125, -3.850, 1.107], [0.684, 1.361, 0.308], [-1.826, 3.856, -3.083], [0.344, -2.229, -1.343], [0.626, -0.231, 0.229], [-0.809, 1.792, -0.579], [2.921, -4.832, 3.213], [-2.567, -2.067, 0.153], [2.195, 1.633, -0.104], [0.097, 0.119, 0.302], [-3.939, 3.855, -7.565], [8.394, -1.615, 5.763], [-3.492, -1.721, 2.224], [-2.767, 1.912, 1.763], [2.117, -1.027, -1.508], [-0.085, -1.206, 0.329], [3.916, 3.694, 1.419], [-2.480, 0.123, 0.278], [-0.980, -3.631, -1.869], [3.600, 0.502, 4.853], [-1.294, 1.385, -3.453], [-2.234, -1.910, -1.453], [-1.888, 1.354, 3.201], [1.750, 0.401, -2.749], [-0.183, -1.703, -0.864], [3.216, -0.574, 0.961], [-2.001, 0.537, -0.318], [-1.132, 0.070, -0.572]]
}